Entry 1:
Molecular formula: C18H35BN6PtSi2
Method: DFT, wB97M-V/def2-TZVPD

CARTESIAN COORDINATES (ANGSTROEM)
Pt: 0.372216 -0.238202 0.420600
C: 1.225373 -2.423350 3.100895
Si: 1.303529 -0.579244 3.349225
C: 1.151723 -0.185879 5.168586
C: 2.973379 0.087959 2.808597
C: -0.118823 0.232067 2.379240
C: 0.287011 1.613950 2.149002
C: 0.171398 2.787751 2.881369
C: 0.704129 3.943491 2.343359
C: 1.318247 3.919043 1.089692
C: 1.391859 2.716009 0.412024
N: 0.914387 1.605119 0.958343
Si: -1.920385 -0.163580 2.785014
C: -2.966047 1.016006 1.805416
C: -2.287140 -1.945902 2.430416
C: -2.282143 0.108566 4.603632
H: 2.197913 -2.880254 3.294039
H: 0.937581 -2.673233 2.076438
H: 0.501346 -2.880281 3.776704
H: 2.012925 -0.595087 5.702272
H: 0.253814 -0.610767 5.609581
H: 1.142954 0.892821 5.342683
H: 3.743840 -0.630511 3.094729
H: 3.198806 1.036524 3.301031
H: 3.037200 0.238734 1.731081
H: -0.334845 2.786681 3.836637
H: 0.634514 4.874088 2.890945
H: 1.727269 4.815429 0.648105
H: 1.833463 2.632172 -0.572191
H: -2.812624 0.891375 0.737453
H: -2.753406 2.052916 2.076239
H: -4.021862 0.826258 2.007483
H: -1.734292 -2.325030 1.571722
H: -3.346768 -2.062517 2.201092
H: -2.059204 -2.565485 3.299579
H: -1.979784 1.099203 4.949434
H: -1.791617 -0.635264 5.230533
H: -3.358048 0.017487 4.768724
C: 5.135797 2.044888 -1.522774
C: 5.901243 0.736599 -1.692995
C: 6.287451 0.149212 -0.339075
C: 5.139565 -0.279788 -2.548087
N: 3.871098 -0.677004 -1.937913
C: 2.691364 -0.063448 -1.921621
N: 1.867043 -0.767307 -1.185289
N: 2.578656 -1.831373 -0.739000
N: 3.770958 -1.784853 -1.188589
H: 5.763112 2.790090 -1.035042
H: 4.257645 1.903679 -0.888382
H: 4.813240 2.456934 -2.481179
H: 6.814515 0.945090 -2.261354
H: 5.402219 -0.099577 0.248853
H: 6.871558 0.868580 0.233848
H: 6.879640 -0.759160 -0.450648
H: 5.716331 -1.196546 -2.660261
H: 4.925892 0.116975 -3.540063
H: 2.460363 0.842882 -2.451152
B: -3.832105 -1.676327 -1.069867
C: -2.299858 -1.399376 -0.809521
N: -1.185537 -1.155206 -0.615672
H: -4.225769 -2.326678 -0.121249
H: -3.939245 -2.294204 -2.108644
H: -4.378464 -0.592208 -1.126535

Forces on the atoms, in the same order (eV/Å):
Pt -0.3275 0.4301 -1.3130
C 0.0192 -0.1436 -0.0756
Si -0.2511 -0.2506 -0.1458
C 0.0909 0.0882 0.0947
C 0.0419 0.0529 -0.0491
C -0.3912 -0.4735 -0.0623
C 0.0037 0.4288 0.3454
C -0.0785 0.0696 -0.0548
C 0.0912 0.0804 -0.1454
C -0.1004 -0.0856 0.0786
C 0.0966 0.2277 -0.0497
N 0.7180 0.1130 0.5410
Si 0.1907 0.1567 0.1669
C -0.1702 0.0578 0.0208
C 0.0702 -0.2154 -0.0444
C -0.0720 0.1208 0.0829
H 0.0135 -0.0246 0.0267
H 0.0344 -0.0225 0.0340
H -0.0583 -0.0286 -0.0103
H 0.0320 -0.0001 0.0147
H -0.0199 -0.0133 0.0422
H -0.0236 0.0162 0.0302
H 0.0523 0.0037 0.0412
H 0.0104 0.0391 -0.0154
H 0.0458 -0.0467 -0.0194
H -0.0155 -0.0277 0.0032
H 0.0134 0.0214 -0.0108
H 0.0049 0.0035 -0.0130
H 0.0565 0.0129 -0.0003
H 0.0152 0.0087 -0.1711
H 0.0036 0.0288 -0.0124
H -0.0422 0.0235 -0.0219
H -0.0390 -0.0367 0.0923
H -0.0548 -0.0182 -0.0040
H 0.0223 -0.0320 0.0202
H 0.0060 0.0253 0.0486
H -0.0264 -0.0129 0.0200
H -0.0381 0.0041 0.0209
C -0.0022 -0.0196 -0.0286
C 0.0807 -0.0149 -0.0266
C 0.0095 -0.0004 -0.0344
C -0.0340 0.0001 0.1424
N 0.1600 -0.0429 -0.1659
C -0.2011 0.1265 -0.1681
N 0.0597 0.1215 0.2167
N -0.0391 -0.0718 -0.0707
N 0.0117 -0.0577 0.0264
H 0.0118 0.0021 0.0106
H -0.0177 0.0072 0.0190
H -0.0123 0.0118 -0.0207
H -0.0202 -0.0004 0.0362
H -0.0160 -0.0009 0.0206
H 0.0168 0.0169 0.0052
H 0.0018 -0.0207 0.0029
H -0.0351 0.0048 -0.0032
H -0.0510 0.0199 0.0074
H -0.0176 0.0347 -0.0085
B -0.0210 -0.0381 -0.0245
C -0.0985 0.0425 -0.3108
N 0.1633 -0.7516 0.8389
H 0.0318 0.0313 -0.0430
H 0.0472 0.0438 0.0601
H 0.0474 -0.0256 0.0130

## Properties
Kohn-Sham gap = 8.393 eV
E_HOMO = -8.397 eV
ΔE to the lowest compared entry with this formula, charge and spin = 0.000 eV
LUMO = 0.0 eV
total charge = 0

Mulliken population analysis, charges in e, atoms 1 to 2: 1.1229, -1.1107

Entry 2:
Molecular formula: C18H35F6NaO4PSi4
Method: DFT, wB97M-V/def2-TZVPD

CARTESIAN COORDINATES (ANGSTROEM)
Na: -0.923458 2.326929 0.153281
C: 3.226461 2.947324 -1.271284
C: 2.181311 2.338078 -0.346315
O: 1.111871 2.018591 -0.852157
C: 2.524212 2.131100 1.062703
C: 3.849636 2.373686 1.475381
C: 4.297785 2.146312 2.753923
C: 3.378476 1.653084 3.699863
C: 2.079980 1.411883 3.357600
C: 1.565840 1.640187 2.024916
O: 0.347800 1.407233 1.788501
H: 2.751258 3.108819 -2.235256
H: 4.078278 2.272036 -1.389211
H: 3.587956 3.899691 -0.884951
H: 4.558187 2.750849 0.748935
H: 5.327574 2.345950 3.022366
H: 3.703823 1.465061 4.719437
H: 1.364281 1.043302 4.083026
F: -1.110042 4.327826 -1.142429
P: -0.451354 5.563788 -0.289313
F: 0.200709 6.762281 0.569913
F: -0.609819 6.533026 -1.571165
F: -1.927203 5.984967 0.221569
F: 1.014101 5.112636 -0.799610
F: -0.309629 4.553890 0.988888
C: -4.138909 -2.106760 -1.055280
Si: -2.497078 -1.810890 -1.900410
C: -2.073661 -3.420995 -2.829217
C: -2.702955 -0.479235 -3.213073
Si: -0.758663 -1.218161 -0.466897
Si: 1.284716 -1.941368 -1.290411
C: 1.402998 -3.837909 -1.216245
C: 1.487150 -1.409790 -3.090461
C: 2.781582 -1.273175 -0.360558
Si: -1.097861 -1.904811 1.723194
C: -1.782357 -3.679523 1.755663
C: 0.515873 -2.027077 2.686545
C: -2.290539 -0.762548 2.598164
H: -4.896202 -2.388233 -1.795856
H: -4.475610 -1.202563 -0.537921
H: -4.073444 -2.912300 -0.319207
H: -2.894222 -3.635126 -3.523869
H: -1.974895 -4.269780 -2.147430
H: -1.149202 -3.347867 -3.406511
H: -3.512663 -0.728181 -3.906543
H: -1.783737 -0.339033 -3.789058
H: -2.938522 0.464828 -2.719233
H: 0.573155 -4.308478 -1.748516
H: 1.357302 -4.182530 -0.179501
H: 2.345158 -4.188322 -1.651518
H: 0.684767 -1.788072 -3.727936
H: 2.443706 -1.752013 -3.497837
H: 1.460124 -0.318188 -3.141696
H: 2.675844 -1.329346 0.723579
H: 2.903663 -0.217718 -0.613041
H: 3.691710 -1.805649 -0.652960
H: -1.090029 -4.356169 1.245700
H: -2.751468 -3.771687 1.261273
H: -1.893429 -4.019890 2.790710
H: 1.173993 -2.785435 2.250270
H: 0.302224 -2.318444 3.720219
H: 1.054799 -1.079601 2.699685
H: -3.194432 -0.597454 2.005878
H: -1.802534 0.206218 2.725308
H: -2.567699 -1.158781 3.580408
O: -4.942276 0.813947 0.519103
C: -3.914636 1.464044 0.283807
O: -2.793525 1.035102 -0.117436
H: -3.966248 2.570422 0.440481

Forces on the atoms, in the same order (eV/Å):
Na 0.0140 -0.0818 0.0373
C -0.0138 -0.0219 -0.0175
C 0.0542 -0.0010 0.0916
O -0.0462 -0.0768 -0.0243
C 0.1730 0.0453 -0.0631
C -0.0523 0.0023 -0.0247
C -0.0089 0.0004 0.0033
C 0.0158 -0.0108 0.0342
C 0.0315 0.0284 -0.1023
C -0.2127 -0.0670 0.1021
O 0.0542 -0.0170 -0.0614
H -0.0027 -0.0014 0.0012
H -0.0005 0.0131 -0.0084
H -0.0061 0.0084 0.0021
H -0.0028 0.0030 -0.0058
H -0.0019 -0.0083 0.0179
H 0.0082 0.0038 -0.0046
H -0.0082 -0.0028 0.0079
F -0.0128 0.0423 0.0650
P -0.0993 -0.0606 0.0127
F 0.0290 0.0224 0.0253
F 0.0056 0.0170 -0.0241
F 0.0404 -0.0056 -0.0260
F 0.0345 0.0731 0.0196
F -0.0092 0.0105 -0.1092
C -0.0790 0.0351 0.1293
Si 0.1403 0.0416 -0.1382
C -0.0880 0.0435 0.0104
C 0.0003 0.0110 -0.0028
Si -0.0548 -0.0390 0.0729
Si 0.1102 -0.1182 0.0396
C -0.0499 0.0187 -0.0177
C -0.0011 0.0267 -0.0015
C -0.1118 0.1185 -0.0773
Si -0.0877 0.0118 0.1137
C 0.0035 -0.0078 -0.0956
C 0.0747 -0.0168 -0.0556
C -0.0080 -0.0038 -0.0162
H 0.0279 -0.0012 -0.0141
H 0.0280 0.0068 -0.0082
H 0.0014 -0.0113 -0.0408
H 0.0404 -0.0624 -0.0208
H -0.0239 0.0225 0.0175
H -0.0037 0.0385 0.0006
H 0.0035 -0.0038 -0.0058
H -0.0170 -0.0224 0.0160
H -0.0110 0.0018 0.0121
H 0.0339 0.0061 -0.0361
H 0.0323 0.0317 0.0084
H -0.0061 -0.0139 -0.0047
H 0.0034 -0.0318 0.0131
H -0.0023 0.0004 -0.0123
H 0.0203 -0.0030 0.0032
H -0.0181 -0.0306 0.0059
H 0.0461 -0.0147 0.0554
H 0.0005 -0.0198 -0.0147
H 0.0053 -0.0127 0.0339
H 0.0048 0.0589 0.0311
H 0.0020 -0.0014 0.0045
H -0.0206 -0.0085 0.0254
H 0.0198 -0.0024 0.0083
H -0.0454 0.0549 -0.0004
H 0.0186 -0.0399 0.0270
H 0.0115 -0.0014 0.0172
H 0.0028 0.0012 0.0182
O 0.0147 -0.0167 -0.0139
C 0.0081 -0.0464 -0.0213
O 0.0281 0.0807 -0.0280
H -0.0370 0.0046 0.0134

## Properties
Kohn-Sham gap (alpha / beta) = 6.008 / 6.528 eV
2S+1 = 2
E_HOMO (alpha / beta) = -1.800 / -2.337 eV
ΔE to the lowest compared entry with this formula, charge and spin = 0.000 eV
LUMO (alpha / beta) = 4.2 / 4.2 eV
total charge = -2

Mulliken population analysis, charges in e, atoms 1 to 2: 0.7582, -1.9707